97
Properties=species:S:1:pos:R:3:mulliken_spin:R:1 method="wB97M-V/def2-TZVPD" charge=+1 homo_lumo_gap_ev="6.43 / 4.83" e_lumo_ha="-0.14609 / -0.20861" e_homo_ha="-0.382 / -0.386" energy_ev=-140209.60409 spin_multiplicity=3
W -0.08 -0.01 0.14 0.7301
C 1.34 7.19 -1.10 -0.0001
C 0.86 6.94 0.34 -0.0004
C -0.56 7.51 0.49 -0.0003
C 1.78 7.67 1.31 0.0002
C 0.86 5.43 0.58 -0.0007
C -0.19 4.64 0.13 0.0064
C -0.14 3.26 0.30 0.0061
Se -1.43 2.09 -0.38 0.1648
C 1.01 0.00 -1.71 0.1788
C 0.93 0.24 -3.06 0.0276
C 1.21 -0.79 -3.95 0.0336
C 1.60 -2.09 -3.44 0.0795
C 1.69 -2.40 -2.12 0.0527
C 1.43 -1.29 -1.24 0.2130
O 1.40 -1.37 0.07 0.1389
C 2.07 -3.77 -1.59 0.0252
C 2.35 -4.75 -2.72 -0.0021
C 3.32 -3.66 -0.71 0.0192
C 0.89 -4.32 -0.76 0.0068
C 1.05 -0.65 -5.45 0.0569
C 2.44 -0.84 -6.08 0.0315
C 0.51 0.72 -5.85 0.0073
C 0.09 -1.73 -5.98 0.0210
C 0.95 2.68 0.94 0.0309
O 0.90 1.32 1.04 0.2020
C 2.05 3.42 1.39 -0.0134
C 1.96 4.79 1.18 0.0105
C 3.31 2.77 1.96 0.0049
C 4.33 3.81 2.41 0.0006
C 2.96 1.90 3.18 -0.0031
C 3.95 1.90 0.88 -0.0107
H 1.39 8.26 -1.30 0.0001
H 0.67 6.73 -1.82 0.0000
H 2.34 6.77 -1.25 0.0001
H -0.52 8.60 0.45 0.0002
H -1.00 7.23 1.45 0.0000
H -1.23 7.18 -0.30 0.0000
H 1.67 8.75 1.18 0.0001
H 2.84 7.45 1.14 -0.0001
H 1.55 7.44 2.35 0.0000
H -1.04 5.08 -0.36 -0.0002
H 0.56 1.19 -3.42 0.0062
H 1.82 -2.85 -4.17 -0.0002
H 3.20 -4.44 -3.33 0.0005
H 1.49 -4.89 -3.37 0.0008
H 2.60 -5.72 -2.29 -0.0001
H 4.16 -3.27 -1.29 -0.0020
H 3.60 -4.65 -0.35 0.0004
H 3.17 -3.01 0.15 -0.0029
H 0.00 -4.44 -1.38 -0.0004
H 0.65 -3.68 0.09 -0.0014
H 1.16 -5.30 -0.36 0.0001
H 3.15 -0.11 -5.70 0.0003
H 2.37 -0.71 -7.16 0.0042
H 2.84 -1.84 -5.89 -0.0037
H 1.18 1.53 -5.56 -0.0008
H -0.47 0.92 -5.42 0.0000
H 0.41 0.76 -6.93 -0.0002
H 0.47 -2.74 -5.83 0.0007
H -0.05 -1.59 -7.05 0.0013
H -0.89 -1.66 -5.50 -0.0005
H 2.78 5.41 1.50 0.0023
H 3.93 4.50 3.15 -0.0001
H 4.71 4.39 1.57 0.0000
H 5.18 3.30 2.86 -0.0001
H 2.40 2.47 3.92 0.0004
H 3.89 1.56 3.66 0.0001
H 2.38 1.02 2.91 -0.0001
H 4.19 2.49 -0.01 -0.0022
H 3.30 1.08 0.57 0.0041
H 4.88 1.46 1.25 -0.0002
O -4.80 -2.64 1.47 0.0003
C -4.65 -2.79 0.15 -0.0012
C -5.72 -3.36 -0.55 0.0002
C -5.63 -3.56 -1.91 0.0001
C -4.47 -3.22 -2.61 0.0002
C -3.42 -2.65 -1.94 0.0008
C -3.49 -2.42 -0.55 0.0036
C -2.38 -1.75 0.11 0.0123
O -1.45 -1.17 -0.67 -0.0360
N -2.33 -1.61 1.39 -0.0061
N -1.30 -0.74 1.78 -0.0068
C -1.32 -0.51 3.07 0.0009
S -2.37 -1.39 4.12 0.0085
C -2.00 -0.41 5.59 0.0000
C -0.57 0.09 5.46 -0.0001
S -0.37 0.73 3.79 0.0003
H -3.99 -2.23 1.83 0.0005
H -6.60 -3.62 0.01 0.0001
H -6.46 -4.01 -2.43 0.0000
H -4.41 -3.39 -3.68 0.0001
H -2.52 -2.35 -2.46 -0.0028
H -2.11 -1.06 6.46 0.0001
H -2.72 0.41 5.67 0.0004
H 0.14 -0.72 5.61 0.0001
H -0.35 0.90 6.16 0.0000